(1)
The following is a quantum chemistry calculation of a structure of composition C3H3FO3Ru at a distorted geometry, from the OMol25 dataset.

Computed properties:
E: -14572.72766 eV
HOMO-LUMO gap (spin up / spin down): 0.23741 / 0.22990 hartree
HOMO energy (spin up / spin down): -0.6755 / -0.7734 Eh

Structure (ORCA input):
```
! RIJCOSX wB97M-V def2-TZVPD def2/J DEFGRID3
* xyz 2 7
C 0.674 -0.244 -0.756
C 0.802 -0.697 0.694
O -0.441 -0.324 1.279
C -0.824 0.865 0.738
O -2.072 1.175 0.695
O -0.261 0.869 -0.632
Ru -2.104 1.426 -1.203
F 0.081 -1.212 -1.528
H 1.592 0.087 -1.250
H 1.630 -0.165 1.184
H 0.923 -1.780 0.779
*
```


(2)
The following is a quantum chemistry calculation of an isolated molecule of C3H3FP2 at a distorted geometry, from the OMol25 dataset.

Computed properties:
SMILES: F/C=C/P1#P=C1
E: -24451.20833 eV
ΔE to the lowest compared entry with this formula, charge and spin: 29.6 kcal/mol
HOMO-LUMO gap: 0.30061 hartree
HOMO energy: -0.3154 Eh

Structure (ORCA input):
```
! RIJCOSX wB97M-V def2-TZVPD def2/J DEFGRID3
* xyz 0 1
F 2.264 1.029 0.199
C 1.182 0.261 0.036
C 0.760 -0.471 -0.968
P -0.994 -1.020 -0.683
P -2.300 0.886 -0.263
C -1.364 -0.019 0.808
H 0.436 0.398 0.826
H 1.348 -0.961 -1.831
H -1.332 -0.103 1.877
*
```


(3)
The following is a quantum chemistry calculation of a structure of composition C3H3GaLiO2 at a distorted geometry, from the OMol25 dataset.

Computed properties:
E: -59797.46257 eV
HOMO-LUMO gap: 0.30507 hartree
HOMO energy: -0.9672 Eh

Structure (ORCA input):
```
! RIJCOSX wB97M-V def2-TZVPD def2/J DEFGRID3
* xyz 3 1
O -0.785 0.766 0.208
C 0.310 0.457 -0.329
C 0.325 -0.277 -1.616
H 1.158 0.127 -2.212
H 0.613 -1.323 -1.420
H -0.648 -0.235 -2.129
O 0.411 -0.262 2.798
C -0.101 -0.803 3.654
Ga 1.175 0.696 1.291
Li -2.457 0.853 -0.245
*
```


Q: Among the records above, which one has the highest E?
A: C3H3FO3Ru